1.
A molecular structure, C48H60Cl2O4RhS, computed with ωB97M-V/def2-TZVPD.

Cartesian coordinates (Å):
Rh1 1.82202 -0.55929 -2.88807
Cl1 2.64337 1.06024 -5.03736
Cl2 1.60768 -2.92366 -3.96366
S1 0.31504 -2.84029 -6.67297
O1 1.81541 1.28300 -1.59616
O2 3.58695 -0.74015 -0.76763
O3 -0.37947 0.15857 -3.72857
O4 0.61401 -1.34555 -1.39840
C1 1.33906 4.93593 0.12899
C2 3.56460 -0.16737 -4.06179
C3 -0.27435 2.84955 -2.64937
C4 -2.07764 2.06556 -1.09560
C5 0.20365 -4.65468 -0.00670
C6 -3.84008 1.40418 0.63252
C7 2.25345 -1.82362 0.91305
C8 1.52836 -0.56414 2.86683
C9 -2.00361 -0.52090 -2.10751
C10 -0.64015 -1.05649 4.01717
C11 2.07237 6.58872 1.90791
C12 0.79446 -3.44544 -0.34016
C13 -1.91081 -1.95156 -2.58616
C14 -1.21773 0.48612 -2.66662
C15 1.63104 2.39029 -1.05296
C16 1.53443 -1.50033 5.17677
C17 2.84076 0.51796 1.12799
C18 2.28563 4.02754 0.62477
C19 -2.09401 -7.10135 -1.34187
C20 3.46322 1.79114 0.59300
C21 -5.28192 1.05242 0.24075
C22 1.17484 6.33727 0.69695
C23 2.90884 -0.68553 0.44086
C24 1.48720 -2.97598 -5.64326
C25 0.52356 4.54153 -0.95054
C26 -0.86796 -7.19446 0.81179
C27 -3.41255 0.55756 1.83642
C28 2.15045 0.55875 2.33847
C29 2.19514 -3.10815 0.11581
C30 1.58993 -1.74236 2.12477
C31 -3.04775 -6.01224 0.69927
C32 -1.75401 -6.31289 -0.06955
C33 -3.80161 2.87633 1.04394
C34 -2.90353 1.10562 -0.53381
C35 0.62414 3.31158 -1.53623
C36 -0.28385 6.55174 1.12712
C37 4.90690 -1.25363 -0.66664
C38 -1.07207 -5.00073 -0.44375
C39 1.53936 7.35119 -0.39961
C40 -2.83547 -0.18826 -1.05209
C41 2.44613 2.77643 0.08134
C42 -0.85957 0.54752 -5.01716
C43 0.79976 -0.56077 4.20889
C44 0.09752 -2.51715 -1.14210
C45 -1.21728 1.77206 -2.15284
C46 -1.18309 -2.87072 -1.63002
C47 0.74465 0.83297 4.83503
C48 -1.73594 -4.08453 -1.26498
H1 -2.78270 -6.55069 -1.98078
H2 -0.56543 5.84680 1.91033
H3 2.55936 7.19320 -0.75075
H4 -2.80452 3.17716 1.36701
H5 -1.39967 -8.11404 1.06060
H6 -0.97880 6.43099 0.29749
H7 -0.84845 3.70516 -3.01499
H8 -5.60858 1.65144 -0.61018
H9 -2.72317 -4.32392 -1.64415
H10 -2.56253 -8.05351 -1.08578
H11 3.93806 -0.90902 -4.76568
H12 -4.48303 3.03739 1.87997
H13 -0.67056 -2.06800 3.61711
H14 2.84804 -3.02767 -0.75648
H15 -3.56068 -6.93955 0.96097
H16 4.02831 2.27308 1.39376
H17 -1.79891 1.09194 -4.91663
H18 1.56130 -2.51958 4.79320
H19 2.56326 -1.17149 5.32990
H20 -2.83057 -5.46764 1.61873
H21 -3.43091 -0.97924 -0.61201
H22 1.03121 -1.51615 6.14485
H23 -1.18098 -0.41154 3.32655
H24 -4.05214 0.76789 2.69593
H25 5.27477 -1.37933 -1.68398
H26 4.37701 0.37010 -3.57805
H27 -1.16770 -1.05713 4.97259
H28 -1.41208 -1.97743 -3.55898
H29 -2.06665 3.07354 -0.70412
H30 2.57499 -3.93072 0.72765
H31 -3.47248 -0.50901 1.62138
H32 -2.38141 0.78517 2.10784
H33 1.86860 5.88434 2.71422
H34 -0.11421 1.17811 -5.50214
H35 -1.02154 -0.34850 -5.61908
H36 5.55238 -0.55340 -0.12508
H37 -4.11281 3.53059 0.22847
H38 4.92062 -2.21810 -0.14964
H39 3.12956 6.52435 1.64961
H40 0.76953 -5.33436 0.61595
H41 0.05623 -7.47056 0.30312
H42 -0.22190 5.23198 -1.32495
H43 0.23797 1.54506 4.18209
H44 -3.72999 -5.40551 0.10524
H45 1.74123 1.21592 5.05671
H46 -1.19232 -7.30615 -1.91969
H47 1.08026 -2.63063 2.47695
H48 4.15823 1.55141 -0.21372
H49 0.33445 2.47158 -3.47268
H50 0.87097 7.27326 -1.25591
H51 -0.40631 7.56267 1.51821
H52 -2.92092 -2.34010 -2.73551
H53 2.90585 4.30776 1.46499
H54 1.88676 7.59242 2.28941
H55 0.19026 0.78818 5.77339
H56 -0.60992 -6.69640 1.74643
H57 -5.95723 1.24630 1.07543
H58 2.11253 1.50394 2.86425
H59 1.46594 8.36536 -0.00506
H60 -5.37810 0.00271 -0.03061

The total energy comes out at -3594.98782 Eh. As for the multiplicity: 6. For the HOMO energy (spin up / spin down), the calculation gives -6.79 / -6.98 eV. The calculation puts the HOMO-LUMO gap (spin up / spin down) at 6.31 / 5.01 eV.

These are the Löwdin partial charges, in e, on atoms 1 to 6: Rh 0.918; Cl 0.455; Cl 0.676; S 0.660; O 0.006; O -0.192

=====

2.
8 unconnected molecules or ions with the total composition C48H61NO19, computed with ωB97M-V/def2-TZVPD.

Cartesian coordinates (Å):
O1 3.58339 1.39634 -0.19023
O2 -2.79586 1.15538 -7.25410
O3 -3.93611 0.66611 2.09162
O4 -6.15598 0.64272 2.33826
O5 4.28376 7.24083 -5.78755
O6 6.38800 6.90567 -5.11553
O7 4.80875 1.90591 -2.00011
O8 3.34965 2.34794 -6.69027
O9 -2.49279 3.22520 7.26758
O10 -0.84001 -2.94180 0.93877
O11 -4.36325 1.97831 -5.89566
O12 0.19265 -1.68825 -0.55073
O13 -0.65248 2.32112 6.38682
O14 -3.24408 -5.35322 4.20959
O15 -1.29093 -5.75158 5.20874
O16 -0.42923 -3.77073 -1.11337
O17 -1.29348 0.62640 -1.85242
O18 1.51043 1.14390 -6.46805
O19 -2.86287 -0.94857 -1.61694
N1 -2.58178 -1.16889 5.22649
C1 -2.54572 -2.35365 4.61169
C2 0.24262 1.83027 -8.32011
C3 -2.33697 -6.10246 4.42822
C4 2.96753 -0.57502 3.51519
C5 1.70618 2.24561 -8.52411
C6 3.50860 0.88798 -3.68242
C7 4.18611 -2.64699 -0.05212
C8 -1.35317 2.50152 7.33898
C9 -4.98416 0.11774 1.91373
C10 -0.29483 -6.78949 5.21230
C11 0.87335 0.30305 0.63686
C12 2.50805 -2.22151 1.63900
C13 -6.73922 -1.18830 0.97675
C14 -1.83504 -0.15773 -1.13990
C15 -1.81025 -2.61847 3.46606
C16 6.50932 4.56090 -5.19319
C17 5.28679 5.01936 -5.98611
C18 5.20386 6.49411 -5.63701
C19 -3.18294 1.37196 -6.13969
C20 -1.03107 -1.59967 2.92097
C21 4.62711 -1.09717 1.72124
C22 7.34490 5.83279 -5.12825
C23 2.93200 -2.88146 0.48887
C24 -2.12682 -7.50678 3.89517
C25 -3.61481 1.19057 -3.80355
C26 -0.16690 -1.88748 1.71421
C27 2.68017 0.99372 -2.40825
C28 1.16295 -2.55422 2.23160
C29 2.31635 1.96675 -7.16571
C30 -2.53077 2.19371 9.38285
C31 0.37328 0.74695 -7.25767
C32 3.36685 -1.31341 2.26568
C33 -5.23667 -1.22384 1.25041
C34 -1.04171 -8.05981 4.81876
C35 -2.48601 1.06547 -4.82315
C36 -4.53024 2.20364 -4.48225
C37 -1.04990 -0.36577 3.56014
C38 3.70361 1.43138 -1.38131
C39 -7.23416 -0.27635 2.09458
C40 4.59639 1.91812 -3.43030
C41 -3.08720 3.35761 8.56953
C42 -0.35052 -2.88960 -0.31095
C43 -1.84000 -0.19369 4.69592
C44 0.66265 1.49341 1.17855
C45 5.04191 -1.75465 0.57398
C46 -0.11903 -0.81449 0.58950
C47 -1.55956 -0.31293 0.33920
C48 -1.14609 2.01599 8.76101
H1 -2.03509 0.07744 -4.84833
H2 7.95547 5.90863 -4.23200
H3 6.19887 4.27387 -4.18818
H4 -3.28903 1.50075 -2.81387
H5 -0.48839 0.66987 -6.60797
H6 1.91254 1.76728 -2.47402
H7 -5.58140 2.07383 -4.23878
H8 0.14913 -6.83328 6.20320
H9 1.97129 -0.14825 3.42029
H10 2.21918 1.62863 -9.26383
H11 -2.79690 4.32700 8.98051
H12 0.57801 -0.23379 -7.69190
H13 -1.78900 -7.42810 2.86036
H14 0.99210 -3.62116 2.09198
H15 7.04347 3.72236 -5.63583
H16 -3.12760 -3.15537 5.04345
H17 -4.96163 -2.00643 1.96104
H18 -0.25977 1.48018 -9.21739
H19 -1.50119 -8.50636 5.70119
H20 6.02832 -1.57331 0.17026
H21 5.30636 -0.39965 2.19044
H22 4.38166 4.49635 -5.69403
H23 -4.63249 -1.32275 0.35224
H24 -3.05821 -8.06430 3.92636
H25 -0.39732 -8.80568 4.35921
H26 -1.84855 0.76418 5.18826
H27 -1.70550 1.81279 -4.66573
H28 -2.52215 2.38855 10.45304
H29 1.20327 -2.40305 3.30719
H30 -0.32845 2.66969 -7.92381
H31 -2.28414 -0.97894 0.78986
H32 5.53147 1.67862 -3.93030
H33 -0.30877 1.85760 1.48398
H34 2.28653 -3.60445 0.00601
H35 -6.92640 -0.72164 0.00869
H36 -2.56766 -1.86722 -1.69027
H37 -1.83526 -3.60083 3.02349
H38 -4.16768 3.33217 8.45554
H39 7.98706 5.95200 -6.00394
H40 1.48883 2.17862 1.30389
H41 4.51129 -3.17086 -0.94022
H42 -1.73176 0.66283 0.78026
H43 0.47874 -6.52231 4.48930
H44 -0.39371 2.65214 9.23012
H45 -0.79658 0.98769 8.75825
H46 -4.12847 0.23382 -3.70527
H47 3.67936 0.21814 3.72245
H48 -3.12998 1.30034 9.20481
H49 4.28248 2.92098 -3.72651
H50 -7.21997 -2.16399 0.98025
H51 2.21445 0.05808 -2.10779
H52 3.95256 -0.10631 -3.76039
H53 1.83039 3.29348 -8.78270
H54 -8.11848 0.29732 1.82891
H55 -7.43120 -0.82402 3.01845
H56 1.81621 0.13375 0.14489
H57 2.94977 -1.25174 4.37151
H58 -0.46209 0.46063 3.19693
H59 5.42355 4.92722 -7.06405
H60 2.94934 1.08229 -4.59094
H61 -4.24151 3.23420 -4.26638

The total energy comes out at -3350.08123 Eh. For the HOMO energy, the calculation gives -8.80 eV. As for the SMILES: C=C[C@@]1(CC(=O)O)OC(=O)O[C@]1(Cc1ccccc1C)c1ccncc1.O=C1CCCO1.O=C1CCCO1.O=C1CCCO1.O=C1CCCO1.O=C1CCCO1.O=C1CCCO1.O=C1CCCO1. The calculation puts the HOMO-LUMO gap at 9.27 eV.

These are the Löwdin partial charges, in e, on atoms 1 to 6: O 0.104; O 0.108; O 0.123; O 0.031; O 0.123; O 0.021

=====

Look up the total energy of the second one. -3350.08123 Eh

=====

The highest total energy belongs to which entry? C48H61NO19

=====

Which value of total energy does entry 2 give? -3350.08123 Eh

=====

total energy of number 1 (C48H60Cl2O4RhS)? -3594.98782 Eh